{"formula": "C2H4NO4", "method": "ωB97M-V with the def2-TZVPD basis set", "fmax_ha_per_bohr": 0.047, "homo_ev": [-9.24, -11.41], "gap_ev": [9.230, 10.091], "multiplicity": 2, "relative_energy_kcal_mol": 107.39, "s2": 0.753, "species": ["N", "O", "O", "O", "H", "C", "O", "C", "H", "H", "H"], "xyz": [[1.857, 1.292, 0.000], [2.741, 2.119, 0.000], [0.547, 1.746, 0.000], [1.967, 0.056, 0.000], [0.021, 0.828, 0.000], [-1.192, 0.047, 0.000], [-2.090, 0.833, 0.000], [-1.003, -1.449, 0.000], [0.102, -1.603, 0.000], [-1.475, -1.934, 0.875], [-1.475, -1.934, -0.875]]}

{"formula": "C35H29AsBCrF4NO8STe", "method": "ωB97M-V with the def2-TZVPD basis set", "fmax_ha_per_bohr": 0.017, "total_charge": -2, "homo_ev": [-0.03, -2.83], "gap_ev": [3.878, 6.680], "multiplicity": 5, "s2": 6.054, "species": ["Cr", "C", "C", "C", "C", "C", "O", "C", "C", "C", "C", "C", "C", "C", "O", "C", "C", "C", "N", "C", "C", "Te", "C", "C", "C", "C", "C", "C", "C", "C", "C", "C", "C", "C", "H", "H", "H", "H", "H", "H", "H", "H", "H", "H", "H", "H", "H", "H", "H", "H", "H", "H", "H", "H", "H", "H", "H", "H", "O", "As", "O", "O", "C", "C", "C", "C", "C", "C", "S", "O", "O", "O", "H", "H", "H", "H", "H", "F", "B", "F", "F", "F"], "xyz": [[1.204, 0.035, -0.200], [-5.716, -0.723, -1.625], [-4.229, -0.827, -1.385], [-3.583, -2.037, -1.461], [-2.171, -2.118, -1.304], [-1.579, -3.456, -1.496], [-2.250, -4.470, -1.350], [-0.157, -3.653, -1.960], [0.587, -4.683, -1.400], [1.871, -4.949, -1.858], [2.402, -4.204, -2.902], [1.651, -3.187, -3.480], [0.381, -2.906, -3.003], [-1.441, -0.988, -0.954], [-0.156, -1.110, -0.710], [-2.088, 0.301, -0.841], [-3.489, 0.324, -1.113], [-1.367, 1.492, -0.571], [-0.038, 1.598, -0.243], [0.524, 2.936, -0.184], [1.905, 3.043, 0.440], [2.083, 2.743, 2.568], [0.050, 2.676, 3.108], [-0.566, 1.439, 3.278], [-1.862, 1.378, 3.778], [-2.550, 2.543, 4.092], [-1.943, 3.778, 3.902], [-0.642, 3.844, 3.417], [-2.149, 2.762, -0.750], [-2.958, 3.252, 0.271], [-3.670, 4.434, 0.114], [-3.594, 5.140, -1.079], [-2.805, 4.648, -2.112], [-2.091, 3.467, -1.951], [-6.159, -1.713, -1.742], [-5.934, -0.146, -2.529], [-6.221, -0.222, -0.793], [-4.122, -2.950, -1.678], [0.152, -5.264, -0.596], [2.459, -5.731, -1.391], [3.411, -4.394, -3.248], [2.065, -2.578, -4.273], [-0.184, -2.088, -3.430], [-4.012, 1.271, -1.102], [-0.147, 3.617, 0.342], [0.641, 3.330, -1.203], [2.240, 4.063, 0.270], [2.634, 2.368, -0.009], [-0.034, 0.528, 3.023], [-2.332, 0.410, 3.908], [-3.563, 2.490, 4.474], [-2.479, 4.692, 4.129], [-0.163, 4.805, 3.280], [-3.018, 2.697, 1.199], [-4.284, 4.802, 0.928], [-4.144, 6.066, -1.204], [-2.744, 5.186, -3.051], [-1.483, 3.073, -2.757], [0.791, -3.109, 1.611], [1.555, -1.762, 2.451], [1.192, -1.873, 4.037], [1.028, -0.341, 1.684], [3.458, -2.208, 2.280], [3.895, -3.092, 3.259], [5.192, -3.586, 3.222], [6.064, -3.201, 2.218], [5.643, -2.318, 1.234], [4.351, -1.819, 1.280], [3.751, -0.861, -0.083], [3.318, 0.459, 0.411], [4.757, -0.849, -1.100], [2.484, -1.579, -0.408], [0.802, -2.968, 0.649], [3.203, -3.370, 4.044], [5.522, -4.287, 3.979], [7.072, -3.598, 2.191], [6.292, -2.013, 0.425], [2.609, 1.870, -3.777], [1.483, 1.131, -3.438], [1.774, 0.519, -2.115], [1.261, 0.084, -4.321], [0.361, 1.943, -3.313]]}

{"formula": "C30H27CoN2O5S", "method": "ωB97M-V with the def2-TZVPD basis set", "fmax_ha_per_bohr": 0.029, "total_charge": -1, "homo_ev": [-3.43, -3.84], "gap_ev": [5.732, 6.142], "multiplicity": 2, "relative_energy_kcal_mol": 0.00, "s2": 0.789, "species": ["Co", "O", "C", "C", "C", "C", "C", "C", "C", "O", "N", "N", "C", "C", "C", "C", "C", "C", "C", "O", "H", "H", "H", "H", "H", "H", "H", "H", "H", "H", "O", "S", "C", "C", "C", "C", "C", "C", "C", "C", "C", "C", "C", "C", "C", "C", "H", "H", "H", "H", "H", "H", "H", "H", "H", "H", "H", "H", "H", "H", "C", "C", "O", "H", "H", "H"], "xyz": [[1.941, 0.906, 0.476], [-2.041, 2.508, -2.650], [-1.119, 2.126, -3.535], [-1.480, 2.081, -4.883], [-0.556, 1.727, -5.844], [0.750, 1.405, -5.481], [1.103, 1.419, -4.140], [0.186, 1.761, -3.153], [0.579, 1.635, -1.723], [1.646, 1.008, -1.447], [-0.255, 2.130, -0.831], [0.198, 1.830, 0.439], [-0.565, 2.044, 1.416], [-0.219, 1.698, 2.781], [-1.189, 1.913, 3.771], [-0.984, 1.584, 5.092], [0.248, 1.013, 5.461], [1.226, 0.791, 4.527], [1.050, 1.126, 3.152], [2.021, 0.936, 2.348], [-1.605, 2.470, -1.740], [-2.498, 2.339, -5.153], [-0.853, 1.701, -6.886], [1.481, 1.142, -6.237], [2.105, 1.159, -3.819], [-1.548, 2.483, 1.213], [-2.137, 2.351, 3.467], [-1.757, 1.764, 5.831], [0.424, 0.732, 6.495], [2.175, 0.347, 4.804], [1.749, -1.378, 0.297], [1.482, -2.576, -0.558], [0.147, -3.622, 0.217], [0.004, -3.333, 1.684], [-1.200, -2.868, 2.198], [-1.323, -2.562, 3.549], [-0.236, -2.713, 4.396], [0.969, -3.187, 3.892], [1.087, -3.495, 2.546], [0.621, -2.003, -2.062], [-0.796, -1.485, -1.968], [-1.651, -1.671, -3.053], [-2.961, -1.210, -3.016], [-3.435, -0.553, -1.890], [-2.584, -0.346, -0.812], [-1.274, -0.806, -0.852], [0.497, -4.642, 0.047], [-0.782, -3.461, -0.319], [-2.048, -2.735, 1.534], [-2.263, -2.187, 3.937], [-0.320, -2.434, 5.438], [1.825, -3.301, 4.548], [2.036, -3.844, 2.153], [0.688, -2.846, -2.757], [1.296, -1.210, -2.401], [-1.277, -2.166, -3.943], [-3.607, -1.356, -3.876], [-4.460, -0.201, -1.854], [-2.936, 0.192, 0.064], [-0.617, -0.626, -0.007], [3.666, 3.148, -0.293], [3.658, 1.714, 0.260], [4.738, 1.183, 0.503], [4.593, 3.671, -0.027], [2.796, 3.703, 0.061], [3.592, 3.075, -1.385]]}

{"formula": "C7H2O3", "method": "ωB97M-V with the def2-TZVPD basis set", "fmax_ha_per_bohr": 0.130, "homo_ev": [-6.82, -8.51], "gap_ev": [5.704, 4.810], "multiplicity": 3, "s2": 2.018, "species": ["C", "C", "C", "C", "C", "C", "C", "O", "O", "O", "H", "H"], "xyz": [[-0.733, 1.022, -0.464], [0.805, -0.877, 0.174], [-1.925, 0.509, -0.062], [0.638, 0.542, -0.227], [1.899, 1.175, -0.762], [2.000, -1.406, 0.372], [-2.859, -0.355, 0.187], [-3.886, -0.919, 0.249], [1.606, 1.561, 0.390], [3.096, -1.712, 0.657], [-0.743, 2.014, -0.822], [0.102, -1.555, 0.308]]}

{"formula": "C3H10NO4", "method": "ωB97M-V with the def2-TZVPD basis set", "fmax_ha_per_bohr": 0.047, "total_charge": -1, "homo_ev": -4.97, "gap_ev": 8.968, "multiplicity": 1, "relative_energy_kcal_mol": 24.87, "species": ["C", "C", "C", "O", "O", "N", "H", "H", "H", "H", "H", "H", "H", "H", "O", "H", "H", "O"], "xyz": [[0.901, -1.305, 1.000], [-0.540, -0.868, 1.167], [-0.569, 0.728, 1.103], [-0.762, 1.248, -0.067], [-0.467, 1.388, 2.127], [1.599, -0.918, -0.216], [1.534, -0.798, 1.745], [0.987, -2.432, 0.964], [-1.258, -1.188, 0.414], [-1.002, -1.089, 2.134], [1.745, 0.087, -0.093], [1.065, -1.011, -1.077], [-1.765, 0.384, -0.955], [-1.864, 0.040, -2.441], [-2.265, -0.208, -1.602], [0.889, 1.254, -1.157], [0.758, 2.722, -1.258], [1.014, 1.965, -1.790]]}

{"formula": "C34H46ClF3HfO3P4", "method": "ωB97M-V with the def2-TZVPD basis set", "fmax_ha_per_bohr": 0.103, "total_charge": 2, "homo_ev": [-10.90, -10.91], "gap_ev": [3.692, 3.641], "multiplicity": 1, "relative_energy_kcal_mol": 132.38, "species": ["P", "C", "C", "H", "C", "H", "C", "H", "C", "H", "C", "H", "C", "C", "H", "C", "H", "C", "H", "C", "H", "C", "H", "C", "C", "H", "C", "H", "C", "H", "C", "H", "C", "H", "Hf", "C", "C", "H", "C", "O", "H", "C", "H", "C", "Cl", "P", "P", "C", "H", "H", "H", "C", "H", "H", "H", "C", "H", "H", "H", "C", "H", "H", "H", "C", "H", "H", "H", "C", "H", "H", "H", "P", "C", "C", "H", "H", "H", "H", "H", "H", "C", "H", "H", "H", "H", "F", "C", "F", "F", "C", "O", "O"], "xyz": [[2.914, -2.541, -0.172], [1.936, -4.001, -0.237], [2.421, -4.892, -1.233], [3.090, -4.497, -1.991], [2.162, -6.249, -1.151], [2.663, -6.913, -1.853], [1.293, -6.730, -0.160], [1.121, -7.803, -0.085], [0.652, -5.829, 0.703], [-0.063, -6.225, 1.423], [0.937, -4.461, 0.662], [0.412, -3.766, 1.317], [2.819, -1.388, -1.497], [1.892, -1.451, -2.575], [1.066, -2.160, -2.566], [2.095, -0.632, -3.685], [1.445, -0.709, -4.559], [3.153, 0.284, -3.700], [3.322, 0.914, -4.574], [3.987, 0.439, -2.587], [4.810, 1.151, -2.586], [3.787, -0.346, -1.465], [4.428, -0.239, -0.585], [3.359, -1.966, 1.437], [4.370, -2.792, 1.985], [4.610, -3.718, 1.465], [5.082, -2.383, 3.101], [5.893, -3.012, 3.445], [4.747, -1.180, 3.738], [5.331, -0.866, 4.604], [3.673, -0.419, 3.270], [3.412, 0.494, 3.805], [2.950, -0.801, 2.137], [2.063, -0.244, 1.832], [-2.308, -0.146, 0.271], [-1.709, 1.966, -0.692], [-0.414, 2.360, -0.694], [-2.439, 2.596, -1.222], [0.606, 1.371, -0.129], [1.521, 2.128, 0.712], [2.274, 1.531, 0.953], [-0.205, 0.361, 0.595], [1.193, 0.890, -0.936], [-0.888, 0.095, 1.742], [-2.725, -2.411, 0.976], [-1.576, 0.984, 3.285], [-2.521, -0.696, -2.201], [-3.085, 0.353, 4.024], [-3.293, -0.698, 3.765], [-3.949, 0.976, 3.744], [-2.909, 0.427, 5.113], [-0.188, 0.602, 4.355], [0.642, 1.229, 4.010], [0.109, -0.451, 4.254], [-0.427, 0.803, 5.404], [-1.674, 2.734, 2.966], [-2.665, 2.997, 2.560], [-0.884, 3.044, 2.264], [-1.517, 3.197, 3.957], [-4.304, -1.087, -2.305], [-4.873, -0.191, -2.577], [-4.697, -1.431, -1.339], [-4.445, -1.872, -3.057], [-2.245, 0.440, -3.570], [-1.167, 0.586, -3.701], [-2.695, 1.411, -3.350], [-2.673, 0.048, -4.499], [-1.749, -2.220, -2.800], [-1.322, -2.775, -1.961], [-0.955, -1.985, -3.514], [-2.498, -2.848, -3.293], [0.144, 3.980, -1.330], [-1.343, 4.861, -1.781], [1.175, 3.600, -2.742], [-2.135, 4.676, -1.044], [-1.673, 4.565, -2.783], [-1.108, 5.930, -1.781], [2.013, 2.961, -2.427], [1.562, 4.550, -3.132], [0.574, 3.098, -3.513], [1.026, 4.922, -0.094], [0.323, 5.314, 0.648], [1.528, 5.754, -0.600], [1.778, 4.279, 0.376], [-0.621, -0.876, 2.233], [-5.371, 2.500, 2.575], [-5.728, 2.378, 1.258], [-7.060, 2.482, 1.170], [-5.137, 3.417, 0.587], [-5.225, 1.041, 0.657], [-5.952, 0.317, 0.020], [-3.950, 0.867, 0.930]]}